A molecular structure, C39H44Cl3INO4P2S2ScSi. Source: the Open Molecules 2025 dataset; level of theory: ωB97M-V/def2-TZVPD.

Element x y z (Å)
1 Sc -1.64 0.05 0.35
2 I -1.12 0.15 3.86
3 C 0.72 0.25 4.90
4 C 0.56 0.22 6.27
5 C 1.65 0.29 7.15
6 C 2.91 0.41 6.63
7 C 3.12 0.45 5.24
8 C 4.44 0.57 4.78
9 C 4.71 0.61 3.44
10 C 3.66 0.50 2.53
11 C 2.34 0.36 2.91
12 P 1.19 0.05 1.44
13 C 1.91 1.41 0.40
14 C 2.69 1.31 -0.75
15 C 3.06 2.45 -1.45
16 C 2.67 3.71 -1.01
17 C 1.91 3.82 0.14
18 C 1.53 2.68 0.83
19 C 2.08 -1.46 0.85
20 C 2.74 -2.32 1.72
21 C 3.37 -3.47 1.24
22 C 3.38 -3.75 -0.11
23 C 2.70 -2.92 -0.99
24 C 2.03 -1.80 -0.51
25 C 2.02 0.35 4.31
26 H -0.44 0.14 6.67
27 H 1.49 0.27 8.22
28 H 3.77 0.48 7.29
29 H 5.24 0.64 5.51
30 H 5.73 0.71 3.08
31 H 3.91 0.50 1.48
32 H 3.02 0.35 -1.12
33 H 3.66 2.36 -2.35
34 H 2.95 4.59 -1.57
35 H 1.58 4.79 0.50
36 H 0.93 2.76 1.73
37 H 2.76 -2.12 2.78
38 H 3.86 -4.14 1.94
39 H 3.90 -4.63 -0.48
40 H 2.67 -3.14 -2.05
41 H 1.44 -1.20 -1.18
42 C 1.17 -1.49 -4.62
43 C 0.62 -0.45 -5.59
44 C -0.12 -1.10 -6.75
45 O -0.22 0.56 -5.01
46 P -1.35 0.53 -3.85
47 S -2.34 2.20 -4.10
48 S -0.48 0.01 -2.11
49 O -2.17 -0.78 -4.39
50 C -3.28 -1.44 -3.75
51 C -2.79 -2.51 -2.78
52 C -4.25 -0.48 -3.07
53 H 1.87 -2.14 -5.15
54 H 0.35 -2.08 -4.20
55 H 1.68 -0.99 -3.80
56 H 1.46 0.13 -5.99
57 H -0.94 -1.71 -6.36
58 H 0.56 -1.74 -7.33
59 H -0.53 -0.34 -7.40
60 H -3.79 -1.94 -4.58
61 H -2.31 -2.05 -1.91
62 H -2.06 -3.17 -3.26
63 H -3.63 -3.10 -2.43
64 H -3.75 0.07 -2.28
65 H -5.08 -1.05 -2.64
66 H -4.63 0.24 -3.79
67 O -2.37 1.85 -0.70
68 C -1.88 2.52 0.23
69 O -1.41 1.93 1.27
70 C -1.83 4.01 0.15
71 C -2.16 4.63 -1.05
72 C -2.10 6.02 -1.13
73 C -1.72 6.77 -0.03
74 C -1.41 6.14 1.17
75 C -1.46 4.76 1.26
76 H -2.44 4.02 -1.90
77 H -2.35 6.51 -2.06
78 H -1.67 7.85 -0.10
79 H -1.12 6.73 2.03
80 H -1.23 4.24 2.18
81 Cl -6.07 -1.56 0.44
82 Si -4.44 -0.14 0.51
83 Cl -4.29 0.02 2.72
84 Cl -5.63 1.60 0.21
85 C -2.82 -3.41 1.06
86 C -1.31 -3.07 1.15
87 C -0.57 -3.97 0.13
88 C -0.84 -3.49 2.57
89 N -1.05 -1.69 0.91
90 H -3.00 -4.46 1.31
91 H -3.19 -3.21 0.05
92 H -3.38 -2.78 1.76
93 H -0.97 -4.99 0.15
94 H 0.49 -4.00 0.36
95 H -0.70 -3.55 -0.87
96 H -0.92 -4.58 2.70
97 H -1.45 -3.00 3.32
98 H 0.20 -3.19 2.71

The charge is -2. The LUMO energy comes out at 3.82 eV. The HOMO-LUMO gap comes out at 5.05 eV. Its max |F| is 2.9 eV/A. The HOMO energy comes out at -1.2 eV. As for the total energy: -165342.906 eV. The energy relative to the best compared isomer or geometry (same formula, charge and spin) is 4.576 eV.

These are the Mulliken partial charges, in e, on atoms 1 to 2:
1. Sc 0.281
2. I 0.147